Entry 1:
Formula: C43H36Cl5HgN8O2S3Te
Source: OMol25
Level of theory: wB97M-V/def2-TZVPD

```
99
Properties=species:S:1:pos:R:3:mulliken_spin:R:1
H 5.3796 -4.2243 2.8298 0.00
H -1.8639 -5.6413 5.9781 0.00
H -0.0969 7.7863 -1.4345 0.00
H -0.1093 -4.9184 1.3474 0.00
H -3.9630 -5.8155 -1.6241 0.00
C 0.8283 2.8778 2.9708 0.00
Cl 1.2050 -3.6090 -1.5963 0.00
H -2.0186 -7.3555 -1.6190 0.00
Cl 0.2342 -5.0005 -4.2307 0.00
C 1.7530 7.8619 -2.5461 0.00
C -4.7206 -4.2268 4.8342 0.00
H -2.1967 2.7265 4.5184 0.00
H 5.0122 -2.1053 -0.3932 0.03
S -1.2561 0.9479 2.6622 0.00
C -2.7725 -2.5113 -3.3816 0.00
C -0.4596 2.3919 3.3239 0.00
H -5.7868 -4.1962 5.0373 0.00
H 2.2316 4.2212 -1.3532 0.00
C -2.0514 -4.2599 0.7197 0.00
O -0.7196 -1.7955 -0.4489 0.00
C 4.2184 -1.5265 -0.8441 0.09
N 2.0382 -0.4795 -0.5793 0.19
C -4.1899 -3.4832 3.7821 0.00
H 0.8895 -1.8076 5.0312 0.00
Cl -4.2931 -2.0557 -4.0845 0.00
C -1.5856 4.4027 -5.5148 0.00
H -1.6543 5.0278 -6.4077 0.00
H 3.9443 5.2929 -2.7852 0.00
H 0.2004 -0.7932 3.7925 0.00
H 0.0167 3.1734 -6.2827 0.00
C -0.4461 3.1168 -1.7432 0.00
H -3.9804 -3.8473 -0.1299 0.00
N 1.8890 -1.3935 2.0316 0.08
C -0.2010 3.7654 -5.3928 0.00
C -3.1366 -4.5283 -0.1174 0.00
Te -1.9812 -2.4425 1.8170 0.00
C 2.8806 7.1521 -2.9361 0.00
C 0.7917 7.2538 -1.7521 0.00
C -1.1204 -2.2618 -1.5633 -0.01
C -2.8232 -3.5083 3.5013 0.00
N 0.8213 -1.5438 4.0668 0.01
S 1.8795 2.2058 1.7268 0.00
H -4.8456 -2.8744 3.1690 0.00
C 2.1366 -0.0661 -1.8406 -0.06
C 3.2156 -0.3216 -2.6652 0.21
H -4.3001 -5.5934 6.4403 0.00
H -1.3247 4.7321 5.6657 0.00
C -1.9726 -3.4459 -4.0382 0.00
H -0.1108 -6.9203 -0.0989 0.00
H 1.6234 8.8903 -2.8609 0.00
C 2.9736 -1.7328 1.2793 0.11
N 2.7836 -2.7011 3.8062 0.09
N -0.3175 3.9351 -0.6281 0.00
C -0.0790 2.8517 -4.1797 -0.01
H 1.2897 0.5015 -2.2122 -0.02
H 0.9805 5.5363 5.1292 0.00
C -2.5213 -5.0383 5.3612 0.00
H 2.2994 4.3621 3.4077 0.00
C 0.5643 4.6693 4.6257 0.00
N 4.8064 -3.7662 3.5155 0.00
O -0.7327 5.9460 0.2947 0.00
C -0.3250 -3.2094 -2.2841 0.00
H 5.1711 -1.2862 -2.7289 0.01
C -3.1274 -5.6390 -0.9545 0.00
H 3.2257 0.0463 -3.6839 0.02
C -2.3753 -1.9475 -2.1773 0.00
C -2.0397 -6.5049 -0.9474 0.00
H -0.9286 -4.3015 4.1182 0.00
H 4.5211 -4.3134 4.3085 0.00
C -0.7491 -3.7979 -3.4627 0.00
C -0.9699 -5.1355 0.7239 0.00
Hg 0.3726 0.3426 0.9006 0.01
C -3.8873 -5.0098 5.6238 0.00
Cl -3.4267 -0.8685 -1.3344 0.00
H 3.6273 7.6205 -3.5654 0.00
C 1.8592 -1.8779 3.2647 -0.04
C 3.8050 -2.9660 2.9830 0.00
C -0.1175 5.3056 -0.5130 0.00
C -0.7126 4.2161 4.9334 0.00
C 3.0687 -1.2406 -0.0456 0.21
N -0.1785 3.6418 -2.9570 0.00
C 2.0885 5.2341 -1.7186 0.00
H -1.8081 5.0245 -4.6458 0.00
S -0.9603 1.5591 -1.5108 0.00
H -2.3563 3.6311 -5.5778 0.00
H 0.8692 2.3103 -4.2002 0.01
C 1.3063 4.0090 3.6617 0.00
Cl -2.4803 -4.1454 -5.5453 0.00
C 4.2939 -1.0740 -2.1259 0.02
C -1.2025 3.0933 4.2867 0.00
N 3.9793 -2.5392 1.7540 0.05
H 0.2274 4.5620 -2.9984 0.00
H 0.5623 4.5513 -5.3314 0.00
C -1.9966 -4.2892 4.3121 0.00
C -0.9670 -6.2556 -0.1004 0.00
H -0.7463 3.5290 0.1956 0.00
H -0.8754 2.1119 -4.1689 0.00
C 0.9434 5.9315 -1.3614 0.00
C 3.0542 5.8437 -2.5082 0.00
```

Calculated values
Multiplicity   2
Energy   -6165.89719 a.u.
Total charge   -2
Frontier orbital gap (spin up / spin down)   0.137 / 0.206 Eh
F_max   0.792 eV/A

Entry 2:
Formula: C43H36MoNO4P2S3
Source: OMol25
Level of theory: wB97M-V/def2-TZVPD

```
90
Properties=species:S:1:pos:R:3:mulliken_spin:R:1
H -2.2208 2.7160 4.1695 0.00
C -3.6134 -1.9801 4.6626 0.00
C -0.0492 3.2929 -1.7223 0.01
H 2.2577 -3.5291 -1.5525 0.00
C -4.8922 -0.3287 -0.0459 0.00
O -0.7663 1.0053 -0.3873 0.00
C -2.0933 -1.5967 2.9666 -0.01
H -0.3491 -3.5596 1.5989 0.00
C 2.7267 -5.0004 1.4743 0.00
C -4.5874 -1.6345 0.1987 -0.01
C 0.6592 4.4954 -1.7885 0.00
H 4.9483 0.0844 -1.5593 0.00
C -1.0159 3.2730 1.0531 0.00
C -2.3464 -1.5876 4.3681 0.00
S -4.5118 -2.3470 3.2562 0.00
H 2.1773 2.9846 0.2798 0.00
C -3.2778 -2.1727 0.7312 -0.04
H 3.9693 -4.8860 -0.2852 0.00
C -0.7313 2.8095 -2.8357 -0.01
C 3.3510 2.5318 -3.8753 0.00
C 2.0412 0.5937 -4.4632 0.00
O 1.4559 -0.5620 -0.2467 0.00
C -0.7021 3.5332 -4.0188 0.00
C 3.0340 -4.6101 0.1801 0.00
C -2.4495 4.5389 3.0528 0.00
H 2.8279 1.9914 -5.8834 0.00
H -3.0114 5.0343 3.8336 0.00
H 1.5767 -0.0314 -5.2146 0.00
C -2.5002 -5.8652 0.4078 0.00
C 2.1231 -3.8657 -0.5357 0.00
C 4.0864 0.4875 1.7101 0.00
H 1.3794 -0.6267 -2.8322 -0.01
C 0.6269 -3.8815 1.2683 0.00
H 1.2227 -4.9192 3.0197 0.00
C 5.3221 0.2534 2.2879 0.00
P -0.1307 2.3825 -0.2011 -0.02
H -1.2993 5.0864 -0.0809 0.00
C 3.2513 2.1995 -2.5357 0.00
C 2.7446 1.7295 -4.8365 0.00
H -4.0740 -2.0641 5.6350 0.00
C 6.2843 -0.1091 0.1057 0.00
H 3.2383 0.7113 2.3463 0.00
C -3.0277 -3.6074 0.3325 0.02
H -0.9587 1.5747 2.3910 0.00
H -1.6228 -1.2974 5.1178 0.00
C 1.9320 0.2570 -3.1220 0.00
H 1.5000 1.8667 1.4644 0.00
P 2.3542 0.6693 -0.4290 -0.01
C -2.6130 -5.6778 -0.9362 0.00
H 7.3855 -0.2165 1.9407 0.00
H -6.6918 0.8050 -0.6719 0.00
C 2.5352 1.0608 -2.1577 0.01
H 3.9044 3.4130 -4.1728 0.00
C -0.0041 4.7309 -4.0844 0.00
H 1.1851 4.8812 -0.9211 0.00
C -2.1921 5.2031 1.8628 0.00
C -2.0014 3.2356 3.2464 0.00
H -1.1526 -1.3062 2.5194 0.02
C -1.4781 4.5724 0.8546 0.00
C 3.9480 0.4290 0.3207 0.00
H -2.5546 6.2111 1.7133 0.00
H -2.5064 -6.4129 -1.7193 0.00
C 6.4188 -0.0422 1.4855 0.00
C 1.5649 2.0877 0.3965 0.01
H 7.1412 -0.3362 -0.5147 0.00
C -3.1762 -1.9926 2.2358 0.00
H -2.2845 -6.8226 0.8602 0.00
H -1.2806 1.8782 -2.7755 0.00
O -2.2362 -1.3603 0.1300 -0.05
C 1.5070 -4.6285 2.0181 0.00
H 1.2161 6.1496 -3.0268 0.00
H -1.2328 3.1646 -4.8864 0.00
H -2.7245 -4.6025 2.2190 0.00
H -7.9796 -1.4767 -0.6874 0.00
C -6.2498 -0.1493 -0.4224 0.00
C -1.2836 2.6001 2.2502 0.00
C -6.9418 -1.3208 -0.4373 0.00
Mo -0.5524 -1.0001 -0.3810 1.08
O 0.0749 -2.8504 -0.7452 -0.02
S -3.0286 -4.0700 -1.3255 0.00
H 5.4335 0.3063 3.3627 0.00
C -2.7373 -4.6684 1.1387 0.00
C 5.0498 0.1263 -0.4821 0.00
C 0.6772 5.2132 -2.9716 0.00
S -5.9562 -2.6489 -0.0166 0.00
N 0.9594 -3.5228 0.0237 0.02
H 3.4256 -5.5941 2.0481 0.00
H 3.7372 2.8212 -1.7907 0.00
H -4.1721 0.4733 0.0463 0.00
H 0.0073 5.2973 -5.0065 0.00
```

Calculated values
Multiplicity   2
Energy   -3960.93644 a.u.
Total charge   +2
Frontier orbital gap (spin up / spin down)   0.267 / 0.268 Eh
F_max   0.470 eV/A

Entry 3:
Formula: C43H36N3
Source: OMol25
Level of theory: wB97M-V/def2-TZVPD

```
82
Properties=species:S:1:pos:R:3:lowdin_charge:R:1
C 2.6048 -0.6288 -0.5260 0.02
H -0.5392 -1.1996 8.1302 0.09
H -2.3657 0.1633 2.7967 0.10
C -0.0469 -1.8175 7.3808 -0.03
H 1.0156 0.6278 6.6919 0.12
H 4.4332 1.9691 0.7294 0.12
C -0.0443 -1.1325 6.0432 -0.24
H 8.7629 2.3082 -0.2155 0.11
C -0.6246 -1.7107 4.9121 0.01
C 0.6188 0.6922 4.6007 -0.08
H 6.2572 -4.6491 -3.1591 0.11
C -2.6526 1.1394 -0.9825 0.02
H -2.7731 1.5189 -1.9941 0.11
C -3.6479 0.3200 1.0787 0.02
H -7.1687 3.7907 -4.5118 0.11
C 1.2611 0.6679 1.0663 -0.24
H 5.5806 -2.0127 0.2189 0.12
H -4.4295 -1.6149 -2.5422 0.11
H -7.6526 4.0244 -2.0638 0.11
H 2.7085 -1.4877 -1.1849 0.12
H 6.4571 3.6768 -3.6036 0.11
C 6.5891 3.0060 -2.7553 -0.07
C -1.3941 0.9659 -0.3993 0.00
C 5.1453 -1.4208 -3.1006 0.00
C -1.2499 0.7720 1.0058 -0.22
C 5.9324 -3.6914 -2.7529 -0.08
C 3.5854 1.3075 0.5554 0.01
C 5.5710 -2.2180 -0.8600 -0.02
C -2.4195 0.4067 1.7331 -0.02
C -5.8374 -3.0869 -1.7868 -0.07
H -5.4537 2.1398 -5.2711 0.11
C 7.7273 3.0996 -1.9486 -0.08
H 2.3636 2.2174 2.1110 0.12
C -6.6360 -1.0691 -0.0181 -0.02
C 5.9601 -3.4649 -1.3730 -0.07
H -6.5431 2.4804 -0.4339 0.12
H 8.4948 3.8394 -2.1732 0.11
C 0.0117 1.0661 1.6608 0.01
H -0.9168 -1.5856 2.7521 0.14
C -0.5183 -1.0822 3.6564 -0.08
H -4.3881 0.6005 -3.6158 0.11
C 5.7543 1.1525 -1.3911 -0.24
N -4.9749 0.4679 -0.9970 -0.03
H -7.3610 -4.3052 -0.8372 0.11
C 6.9209 1.2511 -0.6085 -0.01
H -6.9135 -0.2710 0.6750 0.11
C 0.5661 0.1204 5.8593 0.00
H -0.5321 1.0808 -1.0616 0.12
N 0.0513 0.1347 3.5255 0.04
C -6.8638 -3.3307 -0.8587 -0.08
C 5.4860 -2.6861 -3.6166 -0.07
C -5.2342 -1.8268 -1.8311 -0.01
H 4.8133 -0.6186 -3.7669 0.11
C -5.7152 2.2138 -4.2189 -0.07
H -5.5160 -3.8724 -2.4761 0.11
C -6.9439 3.2768 -2.4234 -0.07
C -5.4515 1.4167 -1.9401 -0.24
C 5.6093 2.0341 -2.4800 -0.01
H 0.9627 -2.0119 7.7489 0.09
H 0.0409 2.0375 2.3201 0.17
N 4.8290 0.0972 -1.1657 -0.01
C -6.6535 3.1573 -3.7835 -0.08
H -4.5375 -0.0147 1.6171 0.11
H 0.5897 -1.1589 0.0197 0.13
C 1.4065 -0.4448 0.1817 0.00
H 6.2824 -4.2436 -0.6757 0.11
C 2.4305 1.4521 1.3288 0.00
H 7.0468 0.5444 0.2150 0.12
C 5.1586 -1.1780 -1.7145 -0.24
C -5.6080 -0.8114 -0.9355 -0.22
H 1.1595 1.6330 4.4701 0.13
H 4.7161 1.9460 -3.1063 0.12
C -3.7877 0.7003 -0.2776 -0.17
H 5.4063 -2.8770 -4.6905 0.11
H -0.5584 -2.7849 7.3355 0.09
C 3.6694 0.2955 -0.4141 -0.17
C -7.2530 -2.3250 0.0373 -0.07
C -5.1199 1.3455 -3.2916 -0.03
C 7.8853 2.2398 -0.8658 -0.07
H -1.1621 -2.6710 4.9681 0.13
H -8.0391 -2.5104 0.7787 0.11
C -6.3379 2.4172 -1.5040 0.00
```

Calculated values
Energy   -1824.17947 a.u.
Total charge   +1
Frontier orbital gap   0.257 Eh
F_max   2.504 eV/A